Formula: C27H46F4O8Zr
Source: OMol25
Level of theory: the ωB97M-V functional and the def2-TZVPD basis

```
86
C27H46F4O8Zr (the ωB97M-V functional and the def2-TZVPD basis)
Zr 0.498 -8.168 -0.006
C -2.560 -10.012 0.728
O -2.052 -10.419 1.964
O -1.643 -9.019 0.261
C -2.798 -11.295 -0.120
F -1.748 -12.132 -0.207
F -3.895 -11.940 0.256
F -3.114 -10.928 -1.389
C -2.933 -10.551 3.042
C -2.088 -10.449 4.281
H -1.818 -9.413 4.484
H -2.786 -10.874 5.002
H -1.148 -11.001 4.274
H -3.480 -11.489 2.957
H -3.713 -9.795 3.131
H -3.518 -9.510 0.862
C 3.271 -9.895 3.241
C 1.924 -9.283 3.018
O 1.610 -9.002 1.670
H 3.971 -9.285 2.670
H 3.073 -10.937 2.989
H 3.656 -9.946 4.259
H 1.790 -8.319 3.510
H 1.176 -9.958 3.433
F 8.950 -13.746 0.764
C 7.652 -13.757 1.200
C 7.015 -14.971 1.610
C 5.689 -14.959 2.081
C 4.981 -13.753 1.959
C 5.537 -12.601 1.431
C 6.906 -12.569 1.135
H 7.622 -15.860 1.525
H 5.188 -15.788 2.559
H 3.974 -13.726 2.349
H 5.003 -11.665 1.516
H 7.315 -11.680 0.679
C 3.112 -4.373 -0.187
C 2.836 -5.300 0.895
O 2.169 -6.295 0.733
C 3.433 -4.865 2.204
H 3.145 -4.846 -1.168
H 4.170 -4.115 -0.139
H 2.471 -3.502 -0.324
H 3.385 -5.764 2.819
H 3.010 -3.978 2.677
H 4.515 -4.773 2.113
C -2.117 -6.743 3.494
C -0.754 -6.515 2.797
O -0.436 -6.976 1.694
C 0.128 -5.470 3.313
H -2.000 -6.469 4.543
H -2.303 -7.816 3.464
H -2.762 -6.042 2.965
H 0.724 -5.052 2.501
H 0.813 -5.949 4.013
H -0.408 -4.685 3.846
C 0.797 -7.749 6.234
C 0.344 -7.219 7.595
O -0.802 -6.910 7.748
C 1.233 -7.350 8.828
H 0.961 -6.888 5.585
H 0.096 -8.524 5.924
H 1.746 -8.242 6.445
H 1.422 -6.435 9.389
H 2.249 -7.684 8.621
H 0.950 -8.130 9.534
C 7.987 -6.718 3.072
C 8.110 -7.909 3.981
O 9.034 -8.020 4.771
C 7.021 -8.975 4.061
H 7.975 -6.982 2.015
H 8.838 -6.065 3.269
H 7.089 -6.197 3.405
H 7.035 -9.578 4.969
H 7.216 -9.620 3.205
H 6.056 -8.481 3.947
C 0.812 -12.566 1.229
C 1.124 -11.867 -0.085
O 0.772 -10.697 -0.416
C 1.957 -12.706 -0.979
H 1.470 -13.423 1.373
H -0.208 -12.945 1.300
H 0.946 -11.864 2.052
H 2.988 -12.475 -0.713
H 1.865 -12.434 -2.031
H 1.806 -13.770 -0.796
```

Output
Net charge: +2
HOMO level (eV): -13.0
LUMO (eV): -8.90
Kohn-Sham gap (Ha): 0.150
Multiplicity: 1


Formula: C25H41Cl3IrO2P2
Source: OMol25
Level of theory: the ωB97M-V functional and the def2-TZVPD basis

```
74
C25H41Cl3IrO2P2 (the ωB97M-V functional and the def2-TZVPD basis)
Ir 0.110 -0.350 1.785
C -0.904 -2.029 2.890
C 0.423 -2.370 2.418
C 0.632 -0.766 4.109
C -0.766 -1.051 3.942
C 1.374 -1.571 3.169
C -2.181 -2.699 2.505
H -2.112 -3.131 1.504
H -3.005 -1.981 2.537
H -2.423 -3.511 3.204
C -1.884 -0.492 4.752
H -2.851 -0.782 4.327
H -1.845 0.606 4.756
H -1.847 -0.852 5.789
C 1.246 0.139 5.123
H 1.404 -0.383 6.079
H 0.608 1.010 5.313
H 2.220 0.502 4.777
C 2.860 -1.671 3.106
H 3.244 -2.334 3.892
H 3.308 -0.685 3.257
H 3.186 -2.068 2.142
C 0.774 -3.525 1.531
H 0.980 -4.431 2.124
H 1.676 -3.303 0.953
H -0.054 -3.754 0.853
C -1.742 1.124 -4.615
C -1.813 -0.213 -4.624
C -1.015 -1.151 -5.487
C 0.365 -0.629 -5.959
C 1.296 -0.164 -4.876
C 1.366 1.066 -4.334
C 0.567 2.273 -4.739
C -0.803 1.992 -5.404
H -1.593 -1.402 -6.397
H 0.207 0.138 -6.724
H -0.880 -2.103 -4.950
H -0.630 1.601 -6.411
H -2.507 1.685 -4.055
H -2.622 -0.703 -4.064
H -1.292 2.966 -5.546
H 0.418 2.912 -3.853
H 2.167 1.278 -3.617
H 1.152 2.883 -5.453
H 0.857 -1.465 -6.478
H 2.050 -0.905 -4.582
P -1.203 -0.007 -0.028
C -2.766 0.843 0.192
C -1.410 -1.445 -1.111
P 1.522 0.545 0.238
C 0.087 1.051 -0.809
C 2.462 -0.686 -0.699
C 2.600 1.923 0.668
H -2.708 1.523 1.057
H -3.554 0.107 0.397
H -3.019 1.404 -0.719
H -1.506 -1.130 -2.160
H -2.314 -1.994 -0.818
H -0.555 -2.125 -1.025
H 2.905 2.495 -0.219
H 3.497 1.553 1.181
H 2.072 2.586 1.362
H -0.146 2.106 -0.615
H 0.218 0.865 -1.884
H 3.427 -0.855 -0.204
H 2.648 -0.335 -1.723
H 1.927 -1.638 -0.748
Cl -1.163 3.871 5.155
C -0.399 3.869 3.557
Cl -0.971 5.207 2.522
Cl 1.372 3.983 3.747
C -0.838 2.503 2.846
O -2.015 2.155 2.975
O 0.109 1.918 2.193
```

Output
Net charge: +1
HOMO level (spin up / spin down) (eV): -7.5 / -11.6
LUMO (spin up / spin down) (eV): -2.32 / -5.63
Kohn-Sham gap (spin up / spin down) (Ha): 0.189 / 0.218
Multiplicity: 5


Formula: C29H61BClFO12
Source: OMol25
Level of theory: the ωB97M-V functional and the def2-TZVPD basis

```
105
C29H61BClFO12 (the ωB97M-V functional and the def2-TZVPD basis)
C 5.003 5.078 2.187
C 4.453 3.637 2.127
C 5.373 2.704 1.334
Cl 6.821 2.368 2.352
C 4.659 1.503 0.711
C 3.776 0.529 1.537
C 2.388 1.093 1.908
C 1.473 1.492 0.728
C 0.228 0.593 0.567
C -1.070 1.186 1.128
O -1.450 0.635 2.392
C 4.532 0.058 2.796
C 3.883 -0.933 3.786
C 4.906 -1.894 4.354
F 2.867 -1.677 3.207
C 3.531 -0.557 0.469
O 2.748 -1.454 0.497
O 4.272 -0.319 -0.618
C 5.391 0.574 -0.295
C 5.741 1.316 -1.601
C 7.220 1.378 -1.984
C 7.514 2.549 -2.921
O 7.623 0.176 -2.650
B 6.576 -0.410 0.224
O 6.384 -1.767 0.048
O 7.777 0.070 0.685
H 5.047 5.436 3.216
H 4.352 5.764 1.643
H 6.014 5.138 1.783
H 3.489 3.649 1.612
H 4.316 3.259 3.141
H 5.761 3.297 0.500
H 3.946 2.021 0.055
H 2.524 1.947 2.575
H 1.866 0.340 2.500
H 1.125 2.515 0.909
H 2.016 1.535 -0.220
H 0.409 -0.352 1.084
H 0.077 0.358 -0.489
H -1.889 1.056 0.412
H -0.967 2.259 1.309
H -1.723 -0.276 2.229
H 4.724 0.968 3.372
H 5.525 -0.320 2.524
H 3.452 -0.358 4.613
H 4.424 -2.645 4.979
H 5.418 -2.407 3.533
H 5.663 -1.350 4.923
H 5.220 0.794 -2.411
H 5.338 2.334 -1.580
H 7.822 1.503 -1.081
H 6.612 2.912 -3.421
H 7.957 3.384 -2.374
H 8.228 2.235 -3.682
H 7.025 -0.550 -2.435
H 6.171 -2.306 0.816
H 8.025 -0.273 1.552
C -4.477 1.787 2.788
O -5.866 1.800 2.504
C -6.219 0.982 1.403
C -6.774 -0.356 1.834
O -5.797 -1.147 2.494
C -5.915 -1.138 3.903
H -4.332 2.276 3.750
H -4.084 0.773 2.843
H -3.920 2.341 2.024
H -5.353 0.827 0.749
H -6.986 1.514 0.831
H -7.098 -0.905 0.945
H -7.647 -0.210 2.478
H -6.786 -1.720 4.226
H -5.999 -0.122 4.295
H -5.017 -1.601 4.307
C -10.038 -2.426 -3.893
O -10.455 -1.080 -3.758
C -10.962 -0.766 -2.473
C -9.943 -0.040 -1.624
O -8.825 -0.857 -1.320
C -7.694 -0.584 -2.127
H -9.494 -2.502 -4.833
H -9.382 -2.729 -3.074
H -10.900 -3.101 -3.929
H -11.293 -1.674 -1.959
H -11.833 -0.118 -2.611
H -10.412 0.244 -0.676
H -9.621 0.876 -2.130
H -7.235 0.370 -1.838
H -7.954 -0.550 -3.187
H -6.971 -1.382 -1.963
C 1.227 -1.777 -2.207
O -0.012 -1.690 -2.898
C 0.088 -1.930 -4.289
C -0.347 -3.332 -4.655
O 0.517 -4.316 -4.115
C 0.022 -4.929 -2.940
H 1.012 -1.785 -1.144
H 1.769 -2.690 -2.465
H 1.859 -0.911 -2.434
H 1.112 -1.758 -4.635
H -0.567 -1.215 -4.798
H -0.326 -3.438 -5.744
H -1.376 -3.499 -4.317
H -0.808 -5.606 -3.172
H -0.313 -4.189 -2.210
H 0.837 -5.508 -2.510
```

Output
Net charge: 0
HOMO level (eV): -9.0
LUMO (eV): 0.21
Kohn-Sham gap (Ha): 0.339
SMILES: CC[C@@H](Cl)[C@@H]1[C@](CCCCO)(C[C@H](C)F)C(=O)O[C@]1(C[C@H](C)O)B(O)O.COCCOC.COCCOC.COCCOC
Multiplicity: 1


Formula: C8H8N2O4
Source: OMol25
Level of theory: the ωB97M-V functional and the def2-TZVPD basis

```
22
C8H8N2O4 (the ωB97M-V functional and the def2-TZVPD basis)
C 2.959 -1.464 1.533
C 1.998 -1.245 0.459
O 2.047 -1.619 -0.782
N 0.601 -0.149 0.660
O 0.146 0.185 -0.596
C -1.075 0.860 -0.690
C -1.686 0.973 -1.959
C -3.036 1.434 -1.993
C -3.636 2.012 -0.861
C -2.850 2.110 0.299
N -3.369 2.793 1.451
O -4.445 3.317 1.249
O -2.809 2.767 2.505
C -1.613 1.540 0.374
H 3.805 -2.191 1.168
H 2.468 -2.040 2.393
H 3.334 -0.640 2.040
H 2.914 -1.633 -1.234
H -1.387 0.469 -2.837
H -3.590 1.361 -2.945
H -4.628 2.531 -0.657
H -1.013 1.595 1.238
```

Output
Net charge: 0
HOMO level (eV): -7.5
LUMO (eV): -0.23
Kohn-Sham gap (Ha): 0.269
SMILES: C/C(O)=N/Oc1cccc([N+](=O)[O-])c1
Multiplicity: 1


Formula: C3H7NOS
Source: OMol25
Level of theory: the ωB97M-V functional and the def2-TZVPD basis

```
13
C3H7NOS (the ωB97M-V functional and the def2-TZVPD basis)
N 1.346 0.999 -2.567
S 0.535 2.671 -2.945
H 0.652 0.982 -1.866
H 1.257 0.392 -3.394
H 2.318 1.177 -2.193
O 0.649 -0.265 0.082
C -0.162 -0.630 0.845
C -0.381 -0.701 2.338
C -1.468 -1.127 1.315
H -0.630 0.248 2.814
H 0.015 -1.296 3.072
H -1.845 -2.109 1.329
H -2.288 -0.340 1.171
```

Output
Net charge: 0
HOMO level (eV): -7.7
LUMO (eV): 0.49
Kohn-Sham gap (Ha): 0.300
SMILES: [NH3+][S-].O=C1CC1
Multiplicity: 1


Formula: C4H7N3
Source: OMol25
Level of theory: the ωB97M-V functional and the def2-TZVPD basis

```
14
C4H7N3 (the ωB97M-V functional and the def2-TZVPD basis)
C 2.145 -0.059 0.315
N 1.248 0.327 -0.781
C -0.143 0.340 -0.570
C -0.640 -0.199 0.641
C -1.977 -0.364 0.478
N -2.345 0.213 -0.676
N -1.149 0.654 -1.407
H 1.829 -1.008 0.767
H 3.167 -0.224 -0.054
H 2.209 0.689 1.121
H 1.684 0.908 -1.480
H -0.117 -0.258 1.570
H -2.624 -0.978 1.090
H -3.287 -0.041 -1.014
```

Output
Net charge: 0
HOMO level (eV): -8.2
LUMO (eV): 1.07
Kohn-Sham gap (Ha): 0.340
SMILES: CNc1cc[nH]n1
Multiplicity: 1


Formula: C28H27BrN3P2Sr
Source: OMol25
Level of theory: the ωB97M-V functional and the def2-TZVPD basis

```
62
C28H27BrN3P2Sr (the ωB97M-V functional and the def2-TZVPD basis)
Sr -0.720 -1.335 -1.189
N 1.194 1.082 0.692
P -0.464 0.748 1.159
C -0.200 0.454 2.931
C -0.409 -0.824 3.444
C -0.171 -1.091 4.786
C 0.277 -0.077 5.619
C 0.479 1.203 5.117
C 0.238 1.472 3.780
C -1.276 2.363 1.110
C -0.748 3.449 0.425
C -1.464 4.636 0.351
C -2.707 4.736 0.957
C -3.239 3.649 1.639
C -2.530 2.463 1.710
P 1.578 0.593 -0.874
C 3.288 1.120 -1.118
C 4.376 0.250 -1.089
C 5.657 0.734 -1.316
C 5.856 2.084 -1.563
C 4.775 2.957 -1.590
C 3.494 2.477 -1.380
C 1.724 -1.269 -0.834
C 1.659 -1.935 -2.064
C 1.103 -3.199 -2.182
C 0.603 -3.847 -1.051
C 0.784 -3.258 0.191
C 1.343 -1.986 0.295
H 1.883 0.969 1.426
H -0.780 -1.610 2.794
H -0.344 -2.083 5.181
H 0.461 -0.281 6.665
H 0.817 1.994 5.773
H 0.372 2.475 3.392
H 0.224 3.374 -0.044
H -1.050 5.481 -0.183
H -3.265 5.661 0.895
H -4.211 3.724 2.107
H -2.957 1.612 2.230
H 4.229 -0.801 -0.879
H 6.499 0.056 -1.292
H 6.856 2.458 -1.737
H 4.931 4.009 -1.786
H 2.651 3.156 -1.421
H 1.989 -1.409 -2.956
H 1.049 -3.681 -3.149
H 0.137 -4.818 -1.139
H 0.490 -3.783 1.091
H 1.456 -1.535 1.275
C -2.631 -2.142 -4.390
C -3.226 -2.673 -3.136
N -2.579 -2.950 -2.021
C -3.540 -3.336 -1.104
C -4.767 -3.283 -1.674
N -4.547 -2.873 -2.967
H -2.873 -1.083 -4.494
H -2.991 -2.683 -5.266
H -1.547 -2.248 -4.357
H -3.289 -3.633 -0.098
H -5.748 -3.507 -1.297
H -5.257 -2.667 -3.650
Br -2.946 0.460 -1.746
```

Output
Net charge: +1
HOMO level (eV): -10.7
LUMO (eV): -3.44
Kohn-Sham gap (Ha): 0.265
Multiplicity: 1


Formula: C5H10N3OS
Source: OMol25
Level of theory: the ωB97M-V functional and the def2-TZVPD basis

```
20
C5H10N3OS (the ωB97M-V functional and the def2-TZVPD basis)
C -3.064 -0.615 0.303
O -1.789 -0.891 -0.412
N -1.208 0.317 -0.876
C -0.290 0.791 -0.025
S -0.088 2.530 -0.184
N 1.022 0.116 0.011
C 1.217 -1.219 -0.236
C 2.556 -1.383 -0.217
N 3.145 -0.206 -0.004
C 2.177 0.694 0.154
H -3.729 -0.162 -0.423
H -2.715 0.071 1.127
H -3.468 -1.607 0.585
H -1.794 0.924 -1.330
H -0.770 0.501 1.155
H -1.171 2.732 0.678
H 0.401 -1.902 -0.408
H 3.185 -2.298 -0.519
H 4.180 -0.133 0.120
H 2.204 1.741 0.502
```

Output
Net charge: +1
HOMO level (eV): -13.0
LUMO (eV): -2.96
Kohn-Sham gap (Ha): 0.370
SMILES: CON[C@H](S)[n+]1cc[nH]c1
Multiplicity: 1


Formula: C6H12O
Source: OMol25
Level of theory: the ωB97M-V functional and the def2-TZVPD basis

```
19
C6H12O (the ωB97M-V functional and the def2-TZVPD basis)
C 0.952 -0.447 -2.588
C 0.760 -0.844 -1.115
C 0.489 0.340 -0.179
C 0.180 0.063 1.311
C -0.373 1.237 2.059
C -1.299 0.110 1.816
O -2.272 0.064 0.828
H 0.075 0.076 -2.991
H 1.819 0.209 -2.733
H 1.114 -1.334 -3.213
H 1.653 -1.382 -0.773
H -0.076 -1.554 -1.054
H -0.362 0.912 -0.578
H 1.348 1.030 -0.264
H 0.291 -0.869 1.832
H -0.593 2.110 1.456
H -0.045 1.429 3.073
H -1.594 -0.389 2.758
H -2.066 -0.760 0.354
```

Output
Net charge: 0
HOMO level (eV): -8.9
LUMO (eV): 0.96
Kohn-Sham gap (Ha): 0.364
SMILES: CCC[C@H]1C[C@H]1O
Multiplicity: 1


no.,E_tot (eV)
1,-57256.6972
2,-89658.4774
3,-71547.0378
4,-19586.7996
5,-17593.4948
6,-8730.3034
7,-123398.6745
8,-22690.4625
9,-8462.0282